(1)
Below is 2 unconnected molecules or ions with the total composition C4H11N2 at a distorted geometry, with properties calculated with wB97M-V/def2-TZVPD.

Geometry (Å):
C  -0.541  0.779  0.968
C  -1.884  0.402  0.462
C  -0.566  -0.329  -0.111
C  -0.036  0.004  -1.385
N  -0.567  -1.682  0.358
N  2.288  0.484  -0.136
H  0.192  0.390  1.672
H  -0.375  1.824  0.732
H  -2.553  -0.138  1.104
H  -2.158  1.048  -0.376
H  -0.186  1.019  -1.706
H  -0.117  -0.813  -2.085
H  3.197  0.120  -0.365
H  -0.064  -1.868  1.216
H  -0.464  -2.374  -0.396
H  2.387  0.818  0.813
H  1.446  0.316  -0.767

Summary:
E_HOMO   -13.453 eV
Total charge   +1

Mulliken atomic charge list, values in e, 8 entries: C -0.7376; C -0.4479; C 0.8622; C -0.7631; N -0.5005; N -0.5262; H 0.3756; H 0.2949

(2)
Below is 3 unconnected molecules or ions with the total composition C2H9O3 at a distorted geometry, with properties calculated with wB97M-V/def2-TZVPD.

Geometry (Å):
C  0.231  1.163  1.053
O  -0.060  1.287  -0.303
C  1.692  0.615  1.254
H  -0.425  0.494  1.639
H  0.143  2.157  1.498
H  2.131  0.439  0.274
H  1.833  -0.216  1.949
H  2.303  1.438  1.655
H  -1.694  -1.654  -1.879
H  -2.747  -1.054  -2.807
O  -2.517  -1.914  -2.423
H  0.176  -1.638  -0.618
H  -0.430  -0.010  -0.594
O  -0.637  -1.108  -0.697

Summary:
E_HOMO   -3.712 eV
Total charge   -1

Mulliken atomic charge list, values in e, 8 entries: C -0.3616; O -0.8733; C -0.9361; H 0.1826; H 0.3376; H 0.2795; H 0.2577; H 0.2925

(3)
Below is a single C3H8N2O2 molecule at a distorted geometry, with properties calculated with wB97M-V/def2-TZVPD.

Geometry (Å):
C  -0.887  1.077  -0.727
C  -0.477  -0.314  -0.259
N  -1.157  -0.642  0.987
O  -0.894  -1.249  -1.231
C  1.074  -0.417  -0.035
N  1.648  0.493  0.808
O  1.745  -1.324  -0.527
H  -0.708  1.846  0.032
H  -1.948  1.106  -0.999
H  -0.325  1.360  -1.625
H  -1.055  -1.645  1.131
H  -0.681  -0.191  1.764
H  -0.174  -1.905  -1.296
H  1.185  1.352  1.073
H  2.655  0.451  0.904

Summary:
E_HOMO   -9.537 eV
SMILES   C[C@@](N)(O)C(N)=O

Mulliken atomic charge list, values in e, 8 entries: C -1.4147; C 0.8557; N -0.6323; O -0.6032; C 0.3663; N -0.3401; O -0.6626; H 0.3115

(4)
Below is 2 unconnected molecules or ions with the total composition C8H19BN2O3 at a distorted geometry, with properties calculated with wB97M-V/def2-TZVPD.

Geometry (Å):
C  0.061  -0.445  1.048
N  -0.249  -0.809  -0.348
C  -1.206  -1.921  -0.435
B  -0.669  0.364  -1.095
O  -1.373  1.394  -0.497
C  -0.268  0.491  -2.620
C  1.182  0.262  -3.021
N  1.124  0.348  -4.502
C  -0.157  -0.153  -4.871
O  -0.574  -0.194  -5.952
C  -0.865  -0.578  -3.576
H  -0.800  -0.452  1.707
H  0.833  -1.102  1.420
H  0.509  0.535  1.043
H  -1.168  -2.471  0.491
H  -0.925  -2.615  -1.214
H  -2.229  -1.614  -0.642
H  -2.180  1.596  -0.984
H  -0.598  1.416  -3.090
H  1.534  -0.730  -2.794
H  1.876  0.971  -2.593
H  1.082  1.338  -4.740
H  -1.945  -0.536  -3.590
H  -0.562  -1.574  -3.279
C  0.060  0.525  5.338
C  1.522  0.693  4.965
O  1.689  0.819  3.555
H  -0.358  -0.353  4.844
H  -0.060  0.412  6.416
H  -0.523  1.390  5.013
H  2.097  -0.179  5.273
H  1.945  1.574  5.459
H  1.194  1.596  3.271

Summary:
E_HOMO   -8.850 eV
SMILES   CN(C)B(O)[C@H]1CNC(=O)C1.CCO

Mulliken atomic charge list, values in e, 8 entries: C -1.2870; N 0.0573; C -1.0883; B 0.1464; O -0.5629; C 0.1086; C -0.5802; N -0.4975

ΔE to the lowest compared entry with this formula, charge and spin readings, ordered: 6.304 0.440 0.388 2.668 eV
Electronic energy readings, ordered: -7294.644 -8362.886 -10316.565 -18403.952 eV
Molecular weight readings, ordered: 87.1 81.1 104.1 202.1 g mol⁻¹